No. 1
A molecular structure, C21H43Cl2N9SScSe at a distorted geometry. Source: OMol25; level of theory: the ωB97M-V functional and the def2-TZVPD basis.

Last column: Mulliken charge in e.
Element x y z (Å)
Sc (0.6606, 1.3832, 0.3085)  0.208
Cl (0.4574, 0.7364, -2.2705)  -0.101
C (1.5046, -0.6531, -2.3968)  -0.639
Cl (1.4714, -0.9125, 0.2238)  -0.433
H (2.5185, -0.3512, -2.6169)  0.364
H (1.0741, -1.4426, -2.9961)  0.280
C (-2.6059, -1.0852, -1.3944)  0.155
N (-3.9946, -1.5248, -1.5864)  0.196
C (-4.0151, -2.4680, -2.7140)  -0.813
N (-3.1345, -3.6148, -2.4916)  0.061
C (-1.7733, -3.1124, -2.2804)  -0.722
N (-1.6943, -2.1939, -1.1406)  0.345
C (-2.1544, -2.9085, 0.0484)  -0.394
N (-3.5303, -3.4034, -0.0972)  0.138
C (-4.3937, -2.2574, -0.3826)  -0.304
C (-3.5667, -4.2929, -1.2674)  -0.714
H (-2.5786, -0.3894, -0.5488)  -0.790
H (-2.2789, -0.5473, -2.2867)  0.467
H (-3.6977, -1.9431, -3.6169)  0.369
H (-5.0368, -2.8246, -2.8595)  0.343
H (-1.4462, -2.5907, -3.1830)  0.339
H (-1.1050, -3.9566, -2.1016)  0.311
H (-2.1061, -2.2318, 0.9038)  -0.191
H (-1.4892, -3.7526, 0.2373)  0.412
H (-4.3517, -1.5701, 0.4688)  -0.237
H (-5.4226, -2.6070, -0.5027)  0.463
H (-4.5864, -4.6581, -1.4045)  0.340
H (-2.9130, -5.1464, -1.0811)  0.364
C (-1.4742, 3.3074, 3.2350)  -2.031
C (-0.5477, 2.7206, 2.1750)  0.997
C (-0.2009, 3.8203, 1.1525)  -0.995
C (0.7385, 2.2187, 2.8814)  -1.141
N (-1.2033, 1.6311, 1.3735)  -0.110
H (-0.9849, 4.1204, 3.7734)  0.519
H (-1.7576, 2.5454, 3.9630)  0.358
H (-2.3783, 3.7003, 2.7677)  0.382
H (0.4693, 4.5546, 1.6015)  0.307
H (0.2673, 3.5072, 0.1957)  0.241
H (-1.1085, 4.3314, 0.8294)  0.451
H (1.1891, 3.0157, 3.4758)  0.498
H (1.5663, 1.8810, 2.2286)  0.152
H (0.5116, 1.3858, 3.5476)  0.405
C (-5.9581, 1.3721, 0.1109)  -0.876
C (-5.2829, 1.8744, 1.3779)  -0.749
N (-3.9106, 1.3839, 1.5041)  0.295
C (-3.4030, 0.4826, 2.3066)  0.482
S (-1.6560, 0.2846, 2.2506)  -0.183
N (-4.0620, -0.3460, 3.1138)  -0.073
C (-5.4094, -0.9170, 2.9505)  -0.403
C (-6.2622, -0.7044, 4.1868)  -1.369
H (-6.9874, 1.7278, 0.0708)  0.390
H (-5.9604, 0.2833, 0.0545)  0.077
H (-5.4366, 1.7374, -0.7735)  0.369
H (-5.8352, 1.6089, 2.2775)  0.373
H (-5.2221, 2.9634, 1.3621)  0.402
H (-3.1626, 1.8634, 0.9908)  0.175
H (-3.4605, -0.8660, 3.7385)  0.321
H (-5.2888, -1.9806, 2.7362)  0.441
H (-5.8692, -0.4748, 2.0728)  0.131
H (-5.7698, -1.1040, 5.0740)  0.361
H (-7.2159, -1.2187, 4.0745)  0.404
H (-6.4569, 0.3551, 4.3561)  0.283
C (4.3789, 0.9502, 2.1730)  -0.769
N (4.2138, 2.4002, 2.1944)  0.245
C (4.5387, 3.2323, 3.2458)  -0.504
C (4.2531, 4.4921, 2.8566)  -0.445
N (3.7478, 4.4149, 1.5733)  0.336
C (3.3816, 5.5534, 0.7440)  -0.901
C (3.7264, 3.1294, 1.1712)  -0.302
Se (3.1602, 2.4557, -0.4700)  -0.207
H (5.1070, 0.6777, 2.9321)  0.335
H (4.7291, 0.6472, 1.1901)  0.339
H (3.4327, 0.4452, 2.3663)  0.259
H (4.9490, 2.8565, 4.1657)  0.460
H (4.3689, 5.4303, 3.3686)  0.476
H (2.5705, 5.2607, 0.0827)  0.330
H (3.0664, 6.3689, 1.3901)  0.340
H (4.2304, 5.8695, 0.1400)  0.307

Computed properties:
Total charge: +1
HOMO (alpha / beta), eV: -8.09 / -9.78
LUMO energy (alpha / beta), eV: -1.89 / -1.92
Frontier orbital gap (alpha / beta), eV: 6.20 / 7.86


No. 2
A molecular structure, C22H23F3N3O5S at a distorted geometry. Source: OMol25; level of theory: the ωB97M-V functional and the def2-TZVPD basis.

Last column: Mulliken charge in e.
Element x y z (Å)
C (-4.8860, 1.4073, 4.9962)  -1.376
C (-3.5181, 1.1948, 4.3948)  1.214
C (-3.0513, -0.1001, 4.1351)  -0.889
C (-1.7714, -0.3039, 3.6258)  -0.349
C (-0.9472, 0.7700, 3.2736)  -0.671
C (0.3191, 0.5433, 2.4962)  -0.645
S (1.6169, 1.6280, 3.1953)  1.126
C (2.6817, 0.5426, 4.3224)  0.678
F (3.8638, 1.1498, 4.5300)  -0.232
F (2.0424, 0.3663, 5.4959)  -0.242
F (2.8958, -0.6689, 3.7536)  -0.219
O (2.4351, 1.9844, 2.0610)  -0.581
O (1.1431, 2.6455, 4.0990)  -0.666
C (-1.4377, 2.0641, 3.5064)  0.012
C (-2.6993, 2.2811, 4.0539)  -1.060
H (-5.0709, 2.4755, 5.1724)  0.337
H (-5.6651, 1.0307, 4.3157)  0.292
H (-5.0058, 0.8737, 5.9530)  0.321
H (-3.6932, -0.9601, 4.3556)  0.334
H (-1.3888, -1.3091, 3.4529)  0.394
H (0.7065, -0.4846, 2.5394)  0.887
H (-0.8643, 2.9528, 3.2627)  0.424
H (-3.0502, 3.3064, 4.2285)  0.216
C (4.9641, -0.8994, 1.2341)  -1.039
C (4.0245, -0.5273, 0.1244)  -0.324
O (2.7003, -0.4743, 0.7267)  -0.247
C (1.8181, 0.2112, -0.0473)  0.250
C (0.4398, 0.2235, 0.4992)  1.222
C (-0.5800, 0.1285, -0.4491)  -0.051
C (-1.8972, 0.7679, -0.2222)  -1.064
N (-0.5154, -0.4320, -1.7003)  -0.114
N (0.4385, -1.2596, -1.9096)  -0.455
C (0.6274, -1.5745, -3.2923)  0.404
N (-0.2950, -1.0103, -4.1380)  -0.015
C (-0.4131, -1.2295, -5.5041)  0.539
C (-1.4543, -0.6086, -6.2288)  -0.458
C (-1.6162, -0.8691, -7.5911)  -0.440
C (-0.7431, -1.7473, -8.2535)  -0.452
C (0.3073, -2.3436, -7.5455)  -0.546
C (0.4775, -2.0859, -6.1794)  -0.406
O (1.5839, -2.3058, -3.5711)  -0.701
O (2.1725, 0.8050, -1.0668)  -0.661
H (5.9896, -0.9833, 0.8668)  0.437
H (4.9472, -0.1289, 2.0140)  0.149
H (4.6720, -1.8561, 1.6783)  0.253
H (4.2884, 0.4436, -0.3127)  0.316
H (3.9878, -1.2944, -0.6596)  0.304
H (0.2713, 1.1195, 1.2848)  0.049
H (-2.0480, 0.9838, 0.8350)  0.097
H (-1.9684, 1.7199, -0.7716)  0.208
H (-2.7036, 0.1092, -0.5682)  0.383
H (-0.9710, -0.4200, -3.6460)  0.230
H (-2.1363, 0.0692, -5.7078)  0.323
H (-2.4284, -0.3896, -8.1403)  0.334
H (-0.8832, -1.9646, -9.3152)  0.335
H (1.0028, -3.0183, -8.0448)  0.331
H (1.2848, -2.5486, -5.6178)  0.504

Computed properties:
Total charge: -1
HOMO, eV: -3.07
LUMO energy, eV: 2.15
Frontier orbital gap, eV: 5.23


ΔE to the lowest compared entry with this formula, charge and spin, record by record: 3.842; 2.751 eV
Total energy, record by record: -157806.9552; -56878.8799 eV